Density functional theory data (the ωB97M-V functional and the def2-TZVPD basis) for a molecular structure, C36H42BiF5N2O2P2Se3.

The geometry in XYZ format:
```
93
Properties=species:S:1:pos:R:3:mulliken_charge:R:1
Bi 0.12 -0.70 0.53 3.342
Se -0.44 -3.45 0.49 -0.469
P -0.15 -3.25 -1.65 0.072
Se 0.89 -1.37 -2.05 -0.706
C -1.74 -3.28 -2.52 1.078
C -1.90 -2.61 -3.73 -0.377
C -3.10 -2.70 -4.41 -0.722
C -4.14 -3.45 -3.89 -0.446
C -3.99 -4.10 -2.68 -0.775
C -2.79 -4.02 -1.99 -0.340
C 0.82 -4.64 -2.29 1.025
C 0.28 -5.92 -2.21 -0.595
C 0.99 -7.00 -2.70 -0.696
C 2.24 -6.81 -3.27 -0.454
C 2.78 -5.54 -3.35 -0.704
C 2.07 -4.45 -2.86 -0.298
H -1.09 -2.01 -4.13 0.284
H -3.23 -2.17 -5.35 0.403
H -5.09 -3.50 -4.42 0.383
H -4.82 -4.66 -2.25 0.370
H -2.69 -4.49 -1.02 0.322
H -0.70 -6.08 -1.77 0.350
H 0.57 -8.00 -2.63 0.396
H 2.79 -7.66 -3.66 0.375
H 3.76 -5.38 -3.79 0.406
H 2.50 -3.46 -2.90 0.226
O -0.51 -1.87 2.95 -0.322
C -1.63 -2.02 3.81 -0.825
C -1.89 -0.79 4.67 -0.764
C -2.01 0.51 3.84 -0.178
C -0.78 1.38 3.92 0.272
C -0.69 2.41 4.85 -0.813
C 0.46 3.17 4.92 -0.609
C 1.50 2.90 4.04 -1.226
C 1.33 1.86 3.14 -0.363
N 0.23 1.11 3.07 0.857
H 0.31 -1.78 3.45 0.083
H -1.51 -2.90 4.44 0.384
H -2.48 -2.19 3.15 0.401
H -1.09 -0.68 5.42 0.346
H -2.81 -0.97 5.23 0.384
H -2.87 1.09 4.17 0.732
H -2.19 0.24 2.80 -0.445
H -1.52 2.60 5.51 0.547
H 0.55 3.98 5.63 0.437
H 2.43 3.46 4.05 0.571
H 2.12 1.62 2.43 0.325
Se -4.81 -0.45 -1.46 -0.198
C -3.16 -0.53 -0.80 0.229
N -2.06 -0.53 -0.39 -1.184
F 6.30 1.48 3.32 -0.334
C 5.32 0.76 2.78 0.650
C 4.40 0.09 3.58 0.313
F 4.50 0.18 4.90 -0.363
C 3.39 -0.64 3.00 0.049
F 2.51 -1.24 3.82 -0.443
C 3.20 -0.75 1.61 0.621
O 2.24 -1.45 1.07 -1.140
C 4.17 -0.07 0.84 0.022
F 4.08 -0.14 -0.49 -0.419
C 5.19 0.67 1.40 0.361
F 6.06 1.30 0.62 -0.360
C -1.08 1.54 -3.49 -1.313
C -1.55 2.24 -2.22 1.367
C -2.14 3.62 -2.54 -1.719
P -0.24 2.15 -0.91 0.765
C -0.78 3.27 0.46 1.821
C -2.17 2.84 0.92 -1.616
C -0.67 4.78 0.28 -1.698
C 1.33 2.82 -1.60 0.539
C 1.30 4.07 -2.48 -1.615
C 2.31 2.98 -0.44 -1.208
H -1.94 1.36 -4.14 0.542
H -0.62 0.57 -3.27 0.069
H -0.36 2.15 -4.04 0.168
H -2.35 1.64 -1.79 -0.333
H -1.39 4.32 -2.90 0.219
H -2.64 4.07 -1.68 0.337
H -2.89 3.50 -3.33 0.508
H -0.09 2.99 1.26 -0.928
H -2.95 3.18 0.22 0.329
H -2.39 3.29 1.89 0.523
H -2.27 1.76 1.01 0.140
H -1.18 5.14 -0.61 0.188
H 0.37 5.11 0.23 0.334
H -1.12 5.28 1.15 0.504
H 1.69 1.99 -2.22 0.355
H 0.92 4.94 -1.95 0.211
H 0.69 3.92 -3.37 0.337
H 2.32 4.30 -2.81 0.484
H 2.01 3.79 0.23 0.135
H 3.31 3.20 -0.80 0.599
H 2.38 2.07 0.16 -0.091
```

Results
- lowest unoccupied orbital energy (eV) = -0.09
- charge = 0
- HOMO-LUMO gap (Eh) = 0.275